Entry from the Open Molecules 2025 dataset: a molecular structure, Ba7O16P4 (ωB97M-V with the def2-TZVPD basis set).

Summary:
Max |F| (eV/Å): 11.8
Charge: +2
Energy (Eh): -2747.52273
LUMO (eV): -8.07
Highest occupied orbital energy (eV): -10.4

Geometry (Å):
Ba -5.16 0.98 3.33
Ba 3.16 -1.82 -1.26
Ba -1.96 1.82 -0.13
Ba 0.64 0.40 2.59
Ba -1.12 0.16 -4.53
Ba -1.29 -2.48 -0.62
Ba 1.24 3.84 -2.90
P -2.50 -0.08 2.38
O -1.56 -0.62 1.35
O -3.20 1.44 2.11
O -1.54 0.07 3.54
O -3.77 -0.97 2.59
P 3.57 -1.07 2.68
O 3.89 0.05 1.78
O 2.76 3.14 -1.47
O 3.69 -2.68 1.80
O -0.50 2.82 -4.87
P 2.18 -2.99 1.75
O 1.65 -1.91 2.59
O -3.65 1.32 -1.93
O 1.49 -2.91 0.32
O -0.13 -1.97 -3.41
P 0.42 0.72 -1.44
O -1.01 0.78 -1.96
O 0.74 -0.89 -1.21
O 0.83 1.66 -0.35
O 1.13 1.19 -2.73

How is the electron density shared among the atoms? According to Löwdin, the charges in e are: Ba 1.996; Ba 1.869; Ba 1.919; Ba 1.964; Ba 1.832; Ba 1.854; Ba 1.845; P -0.185; O -0.755; O -0.987; O -0.622; O -0.593; P 0.795; O -0.489; O -0.803; O -0.544; O -0.876; P 0.178; O -0.757; O -0.736; O -0.844; O -0.888; P -0.228; O -0.909; O -0.872; O -0.532; O -0.631